{
  "formula": "C4H9N2O",
  "method": "ωB97M-V with the def2-TZVPD basis set",
  "relative_energy_ev": 4.778,
  "total_charge": 1,
  "e_lumo_ev": [-4.8, -7.0],
  "multiplicity": 3,
  "elements": ["O", "N", "N", "C", "C", "C", "C", "H", "H", "H", "H", "H", "H", "H", "H", "H"],
  "positions_angstrom": [[-3.40, -0.93, -0.64], [-1.03, 1.67, 0.38], [-2.56, -0.20, 0.09], [1.45, 0.95, 0.02], [1.62, -1.42, -0.49], [1.57, -0.34, 0.42], [-2.01, 0.88, 0.13], [1.55, 1.09, -1.05], [0.57, -1.68, -0.87], [-0.01, 1.30, 0.49], [-1.40, 2.61, 0.83], [1.97, -2.33, -0.01], [1.68, 1.85, 0.63], [1.46, -0.71, 1.47], [2.29, -1.08, -1.34], [-3.74, -1.65, -0.06]]
}